Entry 1:
# C49H43BrN5O6SSiTi

A molecular structure, C49H43BrN5O6SSiTi (ωB97M-V/def2-TZVPD, the Open Molecules 2025 dataset).

XYZ file:
```
107
Properties=species:S:1:pos:R:3:forces:R:3
Br -0.114 -7.400 2.688 0.0 0.0 0.0
Ti -0.126 -0.747 -1.175 -1.5 -1.0 0.1
S -2.163 -0.353 -2.617 -0.4 0.7 -0.8
Si 1.392 0.209 1.775 -0.2 0.4 0.2
O -2.326 0.353 0.593 -0.4 -0.6 0.4
O 0.410 -0.251 0.580 0.8 0.2 1.0
O -0.152 1.279 -1.388 -0.1 0.8 0.3
O -0.401 -2.324 -2.562 0.3 -0.2 0.1
O -0.862 -4.508 -2.828 0.0 0.0 0.0
O -2.729 -0.538 2.618 0.0 0.0 -0.1
N -4.138 1.415 -2.580 0.1 0.1 0.0
N -1.692 -2.184 -0.324 -0.3 -0.1 0.1
N -2.178 2.298 -1.890 -0.1 0.2 -0.2
N 1.288 -2.483 -0.603 1.0 -0.5 -0.5
N 1.573 -0.516 -2.383 1.5 0.2 -1.4
C -3.170 -3.038 1.343 0.0 0.2 0.0
C -4.650 3.682 -3.469 0.0 -0.1 0.1
C 3.378 1.314 -0.032 0.1 0.0 0.0
C -2.482 -0.614 1.300 0.3 0.7 -0.2
C 1.022 -3.631 0.191 0.1 -0.2 -0.1
C -1.735 -3.365 -0.942 0.0 0.2 -0.1
C 0.937 1.953 4.030 -0.1 0.1 -0.1
C 2.820 0.541 -4.130 0.6 -0.2 -0.2
C 3.848 -0.394 -4.009 -0.4 0.5 -0.1
C 0.525 1.569 2.752 0.0 -0.1 0.0
C 4.090 1.010 2.223 0.0 -0.1 0.0
C 5.330 1.545 1.910 0.0 0.0 0.0
C 1.289 -4.907 -0.301 0.0 0.0 0.0
C 1.794 -1.152 3.013 0.0 0.0 0.0
C -3.190 -4.271 0.709 0.1 -0.1 -0.2
C 3.118 -3.080 3.656 0.1 0.0 0.0
C -4.921 0.271 -4.647 0.0 0.0 0.1
C 2.287 -3.303 4.745 0.0 0.0 0.0
C 1.715 0.445 -3.318 -0.3 -0.3 0.6
C 2.561 -1.437 -2.289 -0.2 0.9 -0.3
C 2.359 -2.483 -1.311 -0.7 -0.4 0.9
C 0.884 3.719 -0.559 -0.1 0.0 0.0
C -0.549 2.252 2.177 0.1 0.0 0.0
C 0.957 -6.031 0.438 0.0 0.0 0.0
C -0.428 6.025 -1.359 0.0 0.0 0.0
C -1.186 3.287 2.851 0.0 0.0 0.0
C -2.482 -4.432 -0.470 0.0 0.0 0.2
C -0.758 3.655 4.118 0.0 0.0 0.0
C 1.435 4.959 -0.280 0.0 0.0 0.0
C -0.923 2.275 -1.509 0.3 0.0 -0.3
C 0.974 -1.389 4.120 0.0 0.0 -0.1
C 0.378 -3.497 1.411 -0.1 0.2 0.1
C 0.044 -4.609 2.158 0.1 0.0 0.0
C 3.707 -1.396 -3.077 -0.1 -0.3 0.3
C 0.344 -5.871 1.668 0.0 0.0 0.0
C -0.985 4.785 -1.627 0.0 0.0 0.0
C -2.823 1.221 -2.366 -0.1 -0.8 0.7
C 0.305 2.986 4.709 0.0 -0.1 0.0
C -0.929 -3.445 -2.235 -0.1 0.0 0.0
C -2.429 -2.011 0.780 0.1 -0.3 -0.2
C -4.994 0.372 -3.126 -0.1 -0.1 -0.1
C 2.876 -2.011 2.806 -0.1 -0.1 0.1
C 0.781 6.115 -0.682 0.0 0.0 0.0
C 4.617 1.854 -0.356 -0.1 0.0 0.0
C 5.599 1.966 0.615 0.0 0.0 0.0
C -4.739 2.716 -2.294 0.0 0.1 -0.1
C 3.087 0.874 1.256 -0.1 -0.1 0.0
C 1.215 -2.452 4.979 0.0 0.0 0.0
C -0.330 3.623 -1.229 0.0 0.0 0.1
H -0.941 6.925 -1.675 0.0 0.0 0.0
H 4.463 -2.157 -2.943 0.0 0.0 0.0
H -3.730 -2.856 2.248 0.0 0.0 0.0
H -3.905 0.038 -4.955 0.1 0.0 0.0
H 1.684 -5.030 -1.300 0.0 0.0 0.0
H 0.568 -2.618 5.830 0.0 0.0 0.0
H 3.530 -1.848 1.957 0.1 0.0 0.0
H -2.682 0.403 2.859 0.0 0.0 0.0
H -4.706 -0.581 -2.678 0.0 0.1 0.0
H -5.228 1.207 -5.115 0.0 0.0 0.0
H 1.211 7.084 -0.467 0.0 0.0 0.0
H 1.759 1.432 4.506 0.1 0.0 0.1
H 4.807 2.193 -1.367 0.0 0.0 0.0
H -3.762 -5.092 1.121 0.0 0.0 0.0
H -0.887 1.965 1.194 0.0 0.0 0.0
H -5.783 2.537 -2.030 0.0 0.0 0.0
H 0.904 1.156 -3.394 0.0 -0.1 0.1
H 4.726 -0.333 -4.636 0.0 0.0 0.0
H 2.874 1.336 -4.859 0.0 0.0 0.0
H -6.014 0.604 -2.819 0.0 0.0 0.0
H 2.609 1.262 -0.785 -0.1 -0.1 -0.2
H -3.607 3.820 -3.749 0.0 0.0 0.0
H 1.149 -7.018 0.044 0.0 0.0 0.0
H -5.197 3.306 -4.332 0.0 0.0 0.0
H -5.578 -0.522 -5.001 0.0 0.0 0.0
H 3.114 -3.264 -1.210 0.0 0.1 0.0
H -2.467 -5.357 -1.026 0.0 0.0 0.0
H -5.069 4.648 -3.190 0.0 0.1 0.0
H -1.931 4.698 -2.141 0.0 0.0 0.0
H 0.639 3.268 5.699 0.0 0.0 0.0
H 6.566 2.385 0.369 0.0 0.0 0.0
H -2.006 3.812 2.377 0.0 0.0 0.0
H 0.147 -2.504 1.771 0.0 -0.1 0.0
H 3.956 -3.740 3.471 0.0 0.0 0.0
H 2.475 -4.134 5.411 0.0 0.0 0.0
H 6.089 1.633 2.677 0.0 0.0 0.0
H 0.134 -0.731 4.309 0.0 0.0 0.0
H -1.252 4.460 4.646 0.0 0.0 0.0
H 1.383 2.819 -0.238 0.0 0.0 0.0
H -4.233 3.145 -1.431 -0.1 -0.1 0.0
H 2.373 5.020 0.255 0.0 0.0 0.0
H -0.439 -4.492 3.117 0.0 0.0 0.0
H 3.903 0.675 3.236 0.0 0.0 0.1
```
Forces are in eV/Å.

<S²>	0.75
multiplicity	2
net charge	0
E	-183126.0181	eV
gap between HOMO and LUMO (alpha / beta)	5.70 / 6.93	eV

---

Entry 2:
# C49H44BMgN8PS2

A molecular structure, C49H44BMgN8PS2 (ωB97M-V/def2-TZVPD, the Open Molecules 2025 dataset).

XYZ file:
```
106
Properties=species:S:1:pos:R:3:forces:R:3
S 3.386 0.013 -0.548 -0.4 0.6 0.3
S 5.524 2.381 -2.163 -0.9 0.1 0.0
P 5.059 1.071 -0.713 -0.1 0.5 -1.2
Mg -1.676 -0.193 -0.108 1.0 -0.5 0.4
N -0.148 -1.030 -1.199 0.6 -0.8 -0.4
N -0.602 -2.156 1.625 -0.5 1.9 -1.7
N -3.003 -1.753 0.049 0.5 -1.9 0.4
N -0.581 -0.713 1.655 -0.3 -1.4 0.7
N -2.324 -3.002 -0.187 -0.4 2.0 1.0
N -3.867 3.293 -0.028 -1.9 3.1 0.1
N 0.001 -2.399 -0.847 0.7 2.0 -2.0
N -2.750 1.476 -0.516 -0.6 0.0 -0.5
C -4.308 -2.020 -0.029 1.5 -2.3 -1.7
C 7.232 -2.347 -0.158 1.1 -0.2 -0.6
C -2.992 2.397 0.390 0.2 -0.4 -1.1
C -7.812 -0.901 0.039 -0.6 -1.2 -0.7
C 1.812 2.074 -4.364 0.2 -1.8 0.5
C -0.544 -2.605 2.850 0.7 -1.0 1.6
C 0.331 1.678 -2.056 -1.2 -0.1 -0.5
C 0.434 2.930 -2.594 0.4 1.8 -0.5
C 4.994 3.763 2.371 1.5 0.3 1.1
C 7.012 -0.306 -2.038 1.0 -0.4 -2.1
C -0.445 -0.398 2.973 -0.5 -1.5 -1.3
C 0.074 3.491 4.681 -0.3 0.9 -2.1
C 6.840 2.132 1.134 -0.7 -0.6 -0.7
C 6.361 3.780 2.805 -1.3 0.2 -1.5
C -4.308 2.964 -1.335 1.4 -1.3 1.4
C -5.369 0.009 1.024 1.2 -0.5 -0.7
C -3.593 1.763 -1.633 0.2 1.0 0.9
C 0.771 -0.741 -2.173 -0.9 -2.2 2.1
C -4.489 -3.341 -0.538 0.9 0.1 1.1
C -0.395 -1.544 3.766 0.0 -0.2 -1.0
C -3.768 1.109 -2.840 -0.8 0.8 -0.2
C 0.906 -2.922 -1.702 0.9 -0.6 0.4
C 0.061 2.034 2.730 0.9 -0.8 -1.7
C -2.886 -5.352 -0.825 0.4 -0.1 0.5
C 4.579 2.907 1.383 -1.2 -1.1 -0.8
C -6.523 0.740 1.175 -0.9 0.1 0.3
C 6.250 -0.261 -0.922 0.3 -0.1 1.1
C 6.376 -1.285 0.008 -0.9 -0.5 1.4
C -5.437 2.841 -3.397 -0.2 0.1 0.8
C -0.635 -4.088 3.143 -0.2 1.1 0.3
C 1.248 -4.393 -1.751 -0.2 1.8 -1.2
C 8.011 -2.409 -1.328 -1.0 1.1 0.5
C -3.221 -3.936 -0.516 -1.0 0.9 -0.4
C -5.230 3.524 -2.165 -0.8 -0.1 -1.8
C 5.492 2.055 0.733 0.9 0.6 1.7
C -4.757 1.659 -3.700 1.0 -0.2 1.1
C -7.799 0.294 0.691 2.2 1.4 0.8
C 0.240 3.276 3.300 0.5 0.3 0.3
C 1.224 3.132 -3.735 -0.1 0.1 0.5
C -0.491 2.472 5.382 0.0 -1.1 -0.7
C -0.731 1.231 4.825 -0.6 -1.1 -1.0
C -6.651 -1.628 -0.208 -0.2 0.5 0.8
C 1.698 0.774 -3.853 -0.4 -0.3 0.6
C 1.501 -1.931 -2.431 -0.6 0.7 -1.4
C 0.902 0.595 -2.708 1.0 -0.1 -0.7
C 7.852 -1.409 -2.276 0.8 0.1 -0.6
C 7.283 3.002 2.129 -0.2 0.0 -0.2
C -0.403 0.948 3.473 0.2 1.7 1.3
C -5.402 -1.162 0.261 -2.2 0.2 -0.3
B -0.771 -3.038 0.253 -0.9 -0.2 0.6
H -6.798 -2.615 -0.650 0.3 0.6 -0.1
H -6.202 3.188 -4.102 0.4 0.0 0.4
H -0.657 -4.678 2.224 0.1 0.0 0.6
H 0.587 4.031 2.611 0.2 0.4 0.3
H -0.375 1.511 -1.251 0.4 0.1 0.2
H 0.470 1.876 1.672 -0.8 0.1 1.5
H 6.700 4.535 3.489 0.0 0.1 0.4
H -1.904 -5.381 -1.345 -0.5 -0.4 0.7
H -0.457 -4.222 0.424 -0.2 1.1 -0.1
H -3.628 -5.786 -1.485 -0.2 0.1 -0.2
H 3.503 2.795 1.085 1.1 0.4 0.3
H -5.004 1.113 -4.586 0.0 0.0 -0.5
H -0.042 3.844 -2.190 0.2 -0.9 0.2
H -4.359 0.302 1.404 -1.3 0.0 -0.1
H 2.263 -2.104 -3.193 -0.3 0.2 0.5
H -2.978 -5.935 0.130 0.7 0.3 -0.9
H -1.279 0.454 5.387 0.6 0.5 -0.1
H 7.436 -3.115 0.589 -0.5 0.3 0.0
H 7.496 1.477 0.565 0.4 0.3 0.3
H -2.528 2.450 1.342 0.4 0.0 0.7
H 0.201 4.491 5.089 0.2 -0.3 0.1
H 6.935 0.496 -2.797 0.1 -0.6 0.6
H -5.795 4.427 -1.943 0.2 -0.2 0.1
H 0.903 -4.745 -0.843 -0.8 -1.5 1.6
H 0.754 -4.856 -2.625 0.5 0.0 0.5
H -6.392 1.647 1.749 -0.5 0.2 0.0
H -1.563 -4.183 3.706 -0.1 -0.5 -0.1
H 4.327 4.485 2.831 -0.2 -0.2 0.0
H 2.320 -4.478 -1.731 0.4 -0.3 -0.5
H -5.426 -3.837 -0.723 0.3 -0.2 0.0
H -3.161 0.251 -3.092 -0.2 -0.2 -0.1
H 1.504 4.101 -4.122 -0.5 0.3 0.1
H -8.746 -1.360 -0.298 0.2 0.4 0.1
H 8.753 -3.161 -1.395 0.5 -0.7 -0.4
H -0.787 2.626 6.356 -0.5 0.3 2.2
H 0.174 -4.351 3.818 0.1 -0.3 -0.1
H 2.396 2.240 -5.223 0.8 0.2 -0.9
H 8.343 3.180 2.293 -0.1 -0.4 0.2
H 5.725 -1.273 0.893 0.3 0.1 -0.3
H 8.458 -1.433 -3.208 -0.5 0.0 0.8
H -4.138 4.196 0.484 0.6 -2.2 -1.1
H -8.664 0.934 0.811 0.0 -0.2 0.1
H 2.226 -0.140 -4.229 -0.5 1.3 0.0
H -0.137 -1.542 4.813 -0.2 -0.3 0.0
```
Forces are in eV/Å.

multiplicity	1
net charge	0
E	-100533.3819	eV
gap between HOMO and LUMO	5.52	eV

---

One value per record, in order, for relative energy (zero: lowest compared OMol25 entry of this formula, charge and spin): 5.8 15.1 kcal/mol.
One value per record, in order, for maximum force: 2.0 3.7 eV/Å.